i) ORCA calculation (ωB97M-V/def2-TZVPD) on the ion C6H9N2 with charge +1.

Its structure (SMILES) is N/C=C/C=C\C=C=[NH2+]. The multiplicity is 1. Its molar mass is 109.2 g mol⁻¹. The calculation puts the HOMO energy at -13.21 eV. The LUMO energy is -5.266 eV. The net charge is +1.

The geometry in XYZ format:
```
17
C6H9N2 (ωB97M-V/def2-TZVPD)
C 0.9934 0.6592 -1.6398
C 1.0299 -0.6939 -1.7227
C 0.4056 1.3568 -0.5916
C 0.7855 -1.3915 -0.5735
C -0.6638 0.8539 0.2390
C -0.1520 -1.1431 0.3605
N -0.9164 -1.5965 1.3114
N -0.8970 1.2417 1.5406
H 1.3337 1.4422 -2.3891
H 1.6054 -1.2076 -2.5269
H 0.8341 2.3201 -0.2410
H 1.3511 -2.3714 -0.4990
H -1.5713 0.5899 -0.2943
H -1.2260 -2.5340 1.3516
H -0.8806 -1.0551 2.1687
H -0.2553 1.9152 1.8088
H -1.7763 1.6142 1.6973
```

Mulliken atomic charge list, values in e, 8 entries: -0.202, -0.498, -0.287, -0.345, 0.037, 0.353, -0.289, -0.484


ii) ORCA calculation (ωB97M-V/def2-TZVPD) on the ion C6H9N2 with charge +1.

The multiplicity is 1. Its molar mass is 109.2 g mol⁻¹. The calculation puts the HOMO energy at -13.16 eV. The LUMO energy is -3.676 eV. The net charge is +1.

The geometry in XYZ format:
```
17
C6H9N2 (ωB97M-V/def2-TZVPD)
C -1.9190 1.5166 -0.2435
C -0.6570 1.4564 0.1430
C 1.0091 -0.8362 0.0922
C -0.0083 -1.7665 0.2280
C -1.4052 -1.1377 -0.3960
C 2.5568 1.1785 -0.0354
N 1.8323 -0.0350 -0.0409
N -1.5835 0.2384 0.3589
H -2.6230 1.9190 -0.8611
H 0.2739 -2.6958 -0.2557
H -0.2439 -1.9676 1.3455
H -1.3836 -1.0167 -1.4599
H -2.2841 -1.6684 -0.0531
H 3.4737 1.2273 0.5892
H 1.9508 2.0343 0.2596
H 2.8818 1.3747 -1.0287
H -1.8707 0.1788 1.3579
```

Mulliken atomic charge list, values in e, 8 entries: -0.291, -0.401, 0.484, -0.545, -0.542, -0.633, 0.133, -0.182


iii) ORCA calculation (ωB97M-V/def2-TZVPD) on the ion C6H9N2 with charge +1.

Its structure (SMILES) is [NH3+]C1=NC=CC=CC1. The multiplicity is 1. Its molar mass is 109.2 g mol⁻¹. The calculation puts the HOMO energy at -12.81 eV. The LUMO energy is -4.147 eV. The net charge is +1.

The geometry in XYZ format:
```
17
C6H9N2 (ωB97M-V/def2-TZVPD)
C 0.8789 1.9796 -0.6824
C 1.9501 1.2133 0.0317
C -0.3332 1.7463 -1.0835
C 0.2387 -0.4283 0.8241
C 1.6699 0.0875 0.6508
C -0.9136 -0.3638 -0.2585
N -1.1410 0.5866 -1.0365
N -1.8212 -1.4643 -0.2372
H 1.1264 3.0108 -1.0430
H 2.9680 1.6214 -0.0522
H -0.8764 2.5171 -1.6180
H 0.3867 -1.5433 0.9694
H -0.0384 -0.0762 1.8827
H 2.3473 -0.5828 1.0832
H -2.1715 -1.3732 -1.2563
H -2.6260 -1.3118 0.4412
H -1.3673 -2.4751 0.1118
```

Mulliken atomic charge list, values in e, 8 entries: -0.140, -0.420, -0.315, -0.707, -0.396, 0.493, -0.505, -0.250


iv) ORCA calculation (ωB97M-V/def2-TZVPD) on the ion C6H9N2 with charge +1.

The multiplicity is 1. Its molar mass is 109.2 g mol⁻¹. The calculation puts the HOMO energy (alpha / beta) at -12.65 / -12.27 eV. The LUMO energy (alpha / beta) is -5.159 / -3.994 eV. The net charge is +1.

The geometry in XYZ format:
```
17
C6H9N2 (ωB97M-V/def2-TZVPD)
C 2.2117 -0.6216 -0.2743
C 1.0220 -1.3918 -0.0100
C 1.8750 0.7132 -0.1971
C -2.0471 -0.4185 -0.6451
C -1.3327 -0.6954 0.5415
C -0.0800 1.8439 0.1654
N 0.0897 -0.5170 0.3121
N 0.5846 0.7416 0.2044
H 3.0914 -1.0613 -0.4406
H 0.6811 -2.4635 -0.1255
H 2.2989 1.6940 -0.1464
H -1.4658 -0.1594 -1.5667
H -3.1005 -0.4087 -0.5841
H -1.5898 -0.1769 1.4633
H -1.6022 -1.7205 0.8099
H 0.4441 2.7898 -0.0819
H -1.0806 1.8521 0.5751
```

Mulliken atomic charge list, values in e, 8 entries: -1.007, 0.212, -0.042, -0.723, -0.713, -0.095, -0.032, 0.137


Which is most stable? The ranking, best first, is iii), i), iv), ii).


i) ORCA calculation (ωB97M-V/def2-TZVPD) on a cluster of 2 separate species, C4H13NOS in total.

The multiplicity is 2. Its molar mass is 123.2 g mol⁻¹. The calculation puts the HOMO energy (alpha / beta) at 1.16 / -5.28 eV. The LUMO energy (alpha / beta) is 3.111 / 3.082 eV. The net charge is -1. As for the expectation value of S²: 0.75.

The geometry in XYZ format:
```
20
C4H13NOS (ωB97M-V/def2-TZVPD)
C -1.7028 1.4788 -0.9985
C -0.8954 1.2140 0.2439
C -0.1452 -0.1835 0.0603
S 1.4547 -0.0376 1.0094
C 0.6415 0.1543 2.5537
N -0.8722 1.7542 -2.2361
H -2.4447 2.2741 -0.7463
H -2.2597 0.6122 -1.2824
H -1.4460 1.3040 1.1664
H -0.2166 1.9996 0.3977
H 0.0794 -0.0616 -0.9497
H -0.7730 -1.1054 0.2244
H -0.4412 0.1089 2.4768
H 1.2318 -0.4910 3.2298
H 0.6078 1.2149 2.7875
H -0.5366 2.7333 -2.1024
H -1.5049 1.7349 -3.0518
H -0.3794 -3.3196 -1.4981
H 1.0231 -3.3321 -1.0134
O 0.3126 -3.9164 -1.4116
```

Mulliken atomic charge list, values in e, 8 entries: -2.307, -1.085, -0.428, -0.337, -1.133, -0.508, 0.526, 0.826


ii) ORCA calculation (ωB97M-V/def2-TZVPD) on a cluster of 2 separate species, C4H13NOS in total.

The multiplicity is 2. Its molar mass is 123.2 g mol⁻¹. The calculation puts the HOMO energy (alpha / beta) at 1.19 / -5.48 eV. The LUMO energy (alpha / beta) is 3.170 / 3.247 eV. The net charge is -1. As for the expectation value of S²: 0.75.

The geometry in XYZ format:
```
20
C4H13NOS (ωB97M-V/def2-TZVPD)
C 0.7577 -0.4025 1.3617
N 0.2302 -1.0120 0.1084
C -1.2127 -1.2170 0.0802
C -2.0838 -0.0449 0.1862
S -2.1915 1.1835 -1.1149
C 1.6039 0.9777 1.3311
H 1.5030 -1.0584 1.7876
H -0.1182 -0.2051 1.9759
H 0.5229 -0.4924 -0.7353
H -1.3125 -1.9836 -0.7501
H -1.2505 -1.9921 0.8813
H -1.7722 0.5969 1.0582
H -3.0672 -0.2792 0.5539
H -1.8269 0.3295 -2.0852
H 0.9128 1.8201 1.3095
H 2.1029 1.3398 0.3834
H 2.3889 1.1176 2.1036
H 0.9577 0.9760 -2.7856
H 2.3174 0.0792 -2.5706
O 1.5383 0.2668 -3.0795
```

Mulliken atomic charge list, values in e, 8 entries: -0.717, -0.144, -1.573, 0.115, -1.004, -1.060, 0.284, 0.503


Which is most stable? The ranking, best first, is i), ii).


i) ORCA calculation (ωB97M-V/def2-TZVPD) on a cluster of 2 separate species, C5H15NS in total.

Its structure (SMILES) is CCNC.CCS. The multiplicity is 1. Its molar mass is 121.2 g mol⁻¹. The calculation puts the HOMO energy at -7.67 eV. The LUMO energy is 0.813 eV.

The geometry in XYZ format:
```
22
C5H15NS (ωB97M-V/def2-TZVPD)
C -2.8800 -0.2184 1.4500
C -2.8068 -0.7667 0.0617
S -1.1273 -1.3746 -0.5621
H -2.4439 -0.9910 2.2273
H -3.8863 -0.0931 1.7649
H -2.3658 0.7689 1.5327
H -3.2796 -0.0437 -0.6797
H -3.2774 -1.7150 0.0683
C 2.1172 -0.6625 -1.9905
C 2.2597 0.0570 -0.6646
N 0.9955 0.6825 -0.1748
C 1.0577 1.3054 1.1716
H 1.7649 0.0464 -2.7903
H 3.0816 -1.1789 -2.2754
H 1.4328 -1.5421 -1.9360
H 2.4804 -0.7027 0.0688
H 3.0966 0.8043 -0.6985
H -0.0497 -0.2966 -0.2710
H 0.6897 1.4053 -0.8331
H 1.2905 0.6565 2.0070
H 0.0727 1.7504 1.3148
H 1.7775 2.1085 1.2091
```

Mulliken atomic charge list, values in e, 8 entries: -0.841, -0.402, -0.436, 0.222, 0.383, 0.157, 0.279, 0.282


ii) ORCA calculation (ωB97M-V/def2-TZVPD) on a cluster of 2 separate species, C5H15NS in total.

Its structure (SMILES) is CCCS.CNC. The multiplicity is 1. Its molar mass is 121.2 g mol⁻¹. The calculation puts the HOMO energy at -8.62 eV. The LUMO energy is 0.999 eV.

The geometry in XYZ format:
```
22
C5H15NS (ωB97M-V/def2-TZVPD)
C 2.4559 0.6912 -0.8112
N 1.2455 0.6945 -1.6537
C 1.3312 -0.3752 -2.6235
H 2.5530 1.6079 -0.2298
H 2.3412 -0.1320 -0.1054
H 3.3781 0.6033 -1.3992
H 1.2063 1.6062 -2.0861
H -0.1021 0.6465 0.3901
H 2.1742 -0.3038 -3.3277
H 0.3992 -0.4410 -3.1861
H 1.4856 -1.3343 -2.1224
C -2.1514 -1.0851 0.6402
C -1.4685 -0.7638 1.9505
C -1.4593 0.7418 2.2506
S -0.2704 1.6794 1.2083
H -3.1688 -0.6895 0.6321
H -2.1875 -2.1496 0.4057
H -1.6706 -0.6076 -0.2213
H -2.0395 -1.2424 2.7565
H -0.4679 -1.1700 2.1103
H -1.1371 0.8424 3.2876
H -2.4470 1.1810 2.1344
```

Mulliken atomic charge list, values in e, 8 entries: -1.033, -0.222, -0.977, 0.326, 0.350, 0.376, 0.196, 0.053


Which is most stable? The ranking, best first, is ii), i).


i) ORCA calculation (ωB97M-V/def2-TZVPD) on the ion C5H11N2S with charge +1.

The multiplicity is 1. Its molar mass is 131.2 g mol⁻¹. The calculation puts the HOMO energy at -13.07 eV. The LUMO energy is -4.296 eV. The net charge is +1.

The geometry in XYZ format:
```
19
C5H11N2S (ωB97M-V/def2-TZVPD)
N -1.4070 -1.6418 -1.8991
C -1.1082 -1.9918 -0.5150
C 0.2882 -1.5395 -0.0363
C 0.3657 -0.0620 0.1295
N 0.3914 0.5110 1.3014
C 0.3522 1.9895 1.3005
C 1.0931 2.3350 0.0320
S 0.4372 1.0665 -1.1614
H -0.5793 -1.3998 -2.4243
H -2.0537 -0.8709 -1.9645
H -1.8495 -1.5506 0.1492
H -1.1409 -3.0724 -0.3963
H 1.0571 -1.8361 -0.7496
H 0.5466 -1.9905 0.9222
H 0.3862 -0.0461 2.1435
H -0.6858 2.3109 1.2505
H 0.8683 2.3431 2.1875
H 0.8824 3.3177 -0.3712
H 2.1561 2.1279 0.1015
```

Mulliken atomic charge list, values in e, 8 entries: -0.538, -0.513, -0.815, 0.568, -0.160, -0.491, -0.579, -0.019


ii) ORCA calculation (ωB97M-V/def2-TZVPD) on the ion C5H11N2S with charge +1.

The multiplicity is 1. Its molar mass is 131.2 g mol⁻¹. The calculation puts the HOMO energy (alpha / beta) at -11.97 / -11.97 eV. The LUMO energy (alpha / beta) is -5.595 / -5.596 eV. The net charge is +1.

The geometry in XYZ format:
```
19
C5H11N2S (ωB97M-V/def2-TZVPD)
C -0.3545 -0.1804 -1.8400
C -1.1532 -0.5723 0.7690
C -0.7538 -1.8397 0.0108
C 0.0220 0.2730 1.0860
C 1.2249 2.5055 2.0670
N -0.4548 -1.4157 -1.3984
N -0.0556 -0.0207 -3.1151
S -0.3928 1.8618 1.4752
H -1.9913 0.0050 0.1457
H -1.5876 -0.9834 1.6693
H 0.1717 -2.4054 0.3529
H -1.6805 -2.5379 -0.0470
H 0.9950 -0.1715 1.4676
H 0.9024 3.1456 2.8499
H 1.7415 3.0409 1.1734
H 1.7947 1.6235 2.1804
H -0.1675 -2.2404 -1.9913
H -0.2633 0.8766 -3.5116
H 0.1801 -0.6740 -3.8169
```

Mulliken atomic charge list, values in e, 8 entries: -0.334, -0.573, -0.578, 0.067, -0.748, -0.104, -0.242, 0.207


Which is most stable? The ranking, best first, is i), ii).


i) ORCA calculation (ωB97M-V/def2-TZVPD) on the ion C5H11N2S with charge +1.

The multiplicity is 1. Its molar mass is 131.2 g mol⁻¹. The calculation puts the HOMO energy at -11.84 eV. The LUMO energy is -4.575 eV. The net charge is +1.

The geometry in XYZ format:
```
19
C5H11N2S (ωB97M-V/def2-TZVPD)
C 0.3880 0.8377 -0.5190
C 1.4832 1.7688 -0.6163
C -2.1896 -0.8858 -0.1637
C -0.9215 -2.6300 1.3931
C -1.0501 -1.3484 0.6736
N 1.4184 2.7547 -1.4654
N 2.5907 1.5087 0.0209
S 0.4106 -0.5046 0.6395
H -0.4881 1.3055 -0.7509
H -2.9995 -0.6754 0.6264
H -2.7058 -1.7325 -0.6537
H -2.1049 -0.0479 -0.7710
H -0.3046 -2.4694 2.2984
H -0.5908 -3.4411 0.7826
H -1.8948 -2.8542 1.6972
H 0.5259 2.9381 -1.8688
H 2.2845 3.0872 -1.7135
H 2.6309 0.7705 0.6803
H 3.5175 1.6181 -0.2897
```

Mulliken atomic charge list, values in e, 8 entries: -0.588, 0.829, -1.091, -1.189, 0.653, -0.342, -0.416, -0.068


ii) ORCA calculation (ωB97M-V/def2-TZVPD) on a structure of composition C5H11N2S.

The multiplicity is 1. Its molar mass is 131.2 g mol⁻¹. The calculation puts the HOMO energy at -12.42 eV. The LUMO energy is -3.461 eV. The net charge is +1.

The geometry in XYZ format:
```
19
C5H11N2S (ωB97M-V/def2-TZVPD)
C 0.2321 0.6942 1.4415
C -1.5114 -0.9232 0.7365
C 0.4079 0.1170 -0.4199
C 1.5225 -0.9106 -0.4513
C 0.6247 1.3622 -1.2169
N -0.8551 -0.0752 1.7877
N -1.1232 -0.3506 -0.5711
S 1.0524 1.8326 2.1440
H -1.1463 -2.0401 0.7199
H -2.6450 -0.9608 1.0092
H 1.3778 -1.7947 -0.9898
H 1.7852 -1.2982 0.6292
H 2.3916 -0.3597 -0.8171
H 1.4806 1.1117 -1.8565
H 0.8032 2.4173 -0.6650
H -0.2403 1.4640 -1.8419
H -1.4182 0.0422 2.6141
H -1.1187 -0.9259 -1.4309
H -1.6198 0.5978 -0.8217
```

Mulliken atomic charge list, values in e, 8 entries: 0.063, -0.413, 0.693, -1.320, -1.260, -0.152, -0.249, -0.222


Which is most stable? The ranking, best first, is i), ii).


i) ORCA calculation (ωB97M-V/def2-TZVPD) on a cluster of 2 separate species, C11H21N2O in total.

The multiplicity is 1. Its molar mass is 197.3 g mol⁻¹. The calculation puts the HOMO energy at -13.69 eV. The LUMO energy is -4.693 eV. The net charge is +1.

The geometry in XYZ format:
```
35
C11H21N2O (ωB97M-V/def2-TZVPD)
C -1.2401 -2.3084 1.7751
C -0.8355 -1.0912 0.9300
O -1.9667 -0.2674 0.6503
C 0.1792 -0.1880 1.6370
C 1.5692 -0.0154 0.9611
C 2.6782 -0.0430 2.0472
C 2.7654 -1.5233 2.2628
N 2.4063 -2.1512 1.2035
C 2.0576 -1.2001 0.1212
H -0.5718 -3.1556 1.6182
H -2.2492 -2.6288 1.5198
H -1.2527 -2.0408 2.8308
H -0.4516 -1.4607 -0.0244
H -2.6261 -0.8087 0.2118
H 0.2917 -0.4908 2.6780
H -0.2734 0.8027 1.6729
H 1.5372 0.8737 0.3376
H 2.4864 0.4737 2.9806
H 3.6239 0.2627 1.5872
H 3.0369 -2.0468 3.1705
H 2.3670 -3.1596 1.1252
H 1.4263 -1.5873 -0.6688
H 3.0157 -0.9236 -0.3295
C -2.3748 2.9302 -3.2303
C -1.9843 2.2543 -1.9214
C -0.5676 1.6726 -1.9328
C -0.4083 0.6231 -2.9399
N -0.2837 -0.2330 -3.6915
H -2.3736 2.2225 -4.0603
H -3.3770 3.3495 -3.1570
H -1.6881 3.7421 -3.4756
H -2.6946 1.4586 -1.6931
H -2.0473 2.9780 -1.1074
H -0.3431 1.2245 -0.9630
H 0.1682 2.4556 -2.1256
```

Mulliken atomic charge list, values in e, 8 entries: -1.548, 0.686, -0.544, -1.574, 0.207, -0.993, -0.120, 0.115


ii) ORCA calculation (ωB97M-V/def2-TZVPD) on the ion C11H21N2O with charge +1.

Its structure (SMILES) is C[C@@H]1CC[C@H]2C(C)(C)NC=[NH+][C@@]2(O)C1. The multiplicity is 1. Its molar mass is 197.3 g mol⁻¹. The calculation puts the HOMO energy at -13.50 eV. The LUMO energy is -2.897 eV. The net charge is +1.

The geometry in XYZ format:
```
35
C11H21N2O (ωB97M-V/def2-TZVPD)
C 0.6676 1.8243 1.4855
C 1.0148 -0.8799 0.1052
C 1.1440 -1.0419 -1.4105
C -0.5097 0.8458 -1.8255
C -0.4194 -0.5273 0.4731
C 0.8963 0.3493 -2.0232
C -0.7590 0.9520 -0.3159
C -0.6097 -0.1975 1.9926
C 0.9511 0.2117 -3.6059
C -0.1065 -1.4606 2.6700
C -1.9815 0.1873 2.3995
N 0.3395 0.8925 2.3353
N 0.1350 1.9189 0.3567
O -2.0978 1.2462 -0.1393
H 1.3523 2.5683 1.7678
H 1.2620 -1.7705 0.5360
H 1.7650 -0.1373 0.3863
H 2.1962 -1.2872 -1.7518
H 0.4422 -1.8109 -1.7273
H -0.7185 1.8207 -2.2249
H -1.4012 0.1400 -2.3082
H -1.0532 -1.4435 0.2518
H 1.5862 1.1163 -1.9220
H 1.1774 1.2211 -4.0397
H -0.0374 -0.0766 -3.8605
H 1.6648 -0.5618 -3.9415
H -0.1505 -2.2893 2.0148
H -0.7258 -1.6216 3.4887
H 0.9757 -1.3906 2.9550
H -2.6882 -0.6407 2.2004
H -2.2060 1.1472 1.9891
H -1.9138 0.2460 3.4293
H 0.4783 0.8712 3.3358
H 0.2669 2.7393 -0.2329
H -2.4985 1.6566 -0.9763
```

Mulliken atomic charge list, values in e, 8 entries: -0.442, -0.658, -1.005, -1.632, -1.112, 0.624, 0.499, 1.355


Which is most stable? The ranking, best first, is ii), i).